C26H24As2S4Ti as an isolated structure. Source: the OMol25 dataset; level of theory: ωB97M-V/def2-TZVPD.

```
! RIJCOSX wB97M-V def2-TZVPD def2/J DEFGRID3
* xyz 1 2
Ti 0.999 -1.039 2.115
S 2.192 -3.040 1.718
S 2.873 -2.025 3.385
S 1.047 -1.764 4.454
S 0.637 0.232 4.072
C -0.741 1.578 0.026
C -1.766 0.724 0.772
As -1.254 -1.172 0.720
C -2.812 -2.088 1.372
C -3.182 -1.861 2.696
C -4.293 -2.504 3.217
C -5.024 -3.378 2.423
C -4.646 -3.611 1.110
C -3.537 -2.967 0.578
C -1.140 -1.493 -1.171
C -2.136 -1.037 -2.032
C -1.989 -1.198 -3.401
C -0.850 -1.809 -3.910
C 0.140 -2.268 -3.055
C -0.003 -2.110 -1.683
As 1.116 1.116 0.509
C 1.870 2.798 1.056
C 1.263 3.465 2.118
C 1.794 4.660 2.575
C 2.933 5.183 1.976
C 3.539 4.514 0.925
C 3.012 3.315 0.461
C 1.965 0.697 -1.169
C 1.586 1.315 -2.356
C 2.203 0.958 -3.546
C 3.200 -0.008 -3.551
C 3.588 -0.617 -2.367
C 2.969 -0.268 -1.175
H -0.878 2.638 0.241
H -0.839 1.432 -1.050
H -2.765 0.843 0.349
H -1.820 0.994 1.829
H -2.605 -1.187 3.322
H -4.586 -2.328 4.244
H -5.888 -3.883 2.833
H -5.213 -4.297 0.495
H -3.242 -3.152 -0.448
H -3.027 -0.560 -1.640
H -2.763 -0.847 -4.070
H -0.737 -1.931 -4.980
H 1.026 -2.744 -3.452
H 0.777 -2.461 -1.017
H 0.375 3.057 2.593
H 1.323 5.181 3.397
H 3.349 6.116 2.332
H 4.427 4.922 0.460
H 3.485 2.797 -0.364
H 0.819 2.080 -2.362
H 1.908 1.438 -4.470
H 3.680 -0.282 -4.481
H 4.371 -1.364 -2.368
H 3.268 -0.758 -0.254
*
```

* LUMO level (alpha / beta): -3.617 / -3.407 eV
* HOMO-LUMO gap (alpha / beta): 7.90 / 8.14 eV
* total energy: -215481.2089 eV
* highest occupied orbital energy (alpha / beta): -11.518 / -11.549 eV
* strongest force on any atom: 0.00469 hartree/bohr
* M: 662.5 g mol⁻¹